No. 1
Here is a structure of composition C14H26AsCuF9N2O5 at a distorted geometry from the Open Molecules 2025 dataset. Energies are from ωB97M-V/def2-TZVPD.

```
58
Properties=species:S:1:pos:R:3:forces:R:3
Cu -0.24970 0.07949 0.32026 1.1 -1.1 -0.2
C 2.81659 -1.76672 -0.57597 -0.3 2.8 0.0
O 2.83334 -1.42543 -1.96570 -0.2 -0.8 -0.7
O 1.70503 -1.21153 0.09840 0.7 -1.0 -0.3
C 3.26984 -3.27079 -0.32457 -0.3 0.0 -0.6
F 2.48679 -4.16660 -0.86052 -2.1 -0.9 -1.0
F 4.47471 -3.61216 -0.76907 1.3 1.2 -1.1
F 3.35692 -3.60013 0.95429 -0.7 0.9 1.9
C 3.01296 -0.04549 -2.41731 0.1 -0.3 2.1
C 3.26759 0.00990 -3.87086 0.6 -0.6 -0.7
H 3.46635 1.03674 -4.17778 -0.8 0.2 -0.1
H 4.21334 -0.45756 -4.14498 -0.1 -0.5 0.2
H 2.46156 -0.51807 -4.38043 0.0 0.4 -0.4
H 3.84096 0.44060 -1.90134 0.4 -0.3 0.4
H 2.16232 0.57866 -2.14354 -0.5 -0.3 0.0
H 3.70498 -1.25484 -0.20603 0.3 0.4 0.8
As -3.87735 1.80180 1.41855 -2.4 0.1 2.1
F -4.56708 0.14541 1.59507 1.1 1.1 -0.2
F -3.63061 1.80327 3.22864 0.4 0.0 -2.3
F -3.30118 3.53728 1.37910 -0.3 -2.4 -0.4
F -4.12975 1.64887 -0.32044 0.1 0.7 0.9
F -5.57906 2.35487 1.72049 2.1 -0.2 -0.7
F -2.24786 1.12648 1.08808 -0.9 0.6 0.7
C 0.35659 -4.06808 2.27552 -0.4 1.2 -0.4
C -0.20430 -2.69494 2.15113 -0.7 1.1 0.2
N -0.65288 -1.63257 2.00005 0.9 -1.6 0.1
H 0.79736 -4.20041 1.28743 0.2 -0.5 0.1
H -0.43719 -4.79336 2.45437 0.1 0.1 0.0
H 1.11078 -4.11433 3.06111 -0.1 0.0 -0.2
C -4.33056 -2.16461 0.03073 -0.6 0.2 -1.4
C -3.08772 -1.56774 -0.39796 3.7 1.1 0.0
N -1.99783 -1.18844 -0.61705 -3.0 -1.0 0.6
H -4.29327 -2.41420 1.09111 -0.2 0.0 -0.3
H -4.51181 -2.98252 -0.66659 0.2 -0.7 0.5
H -5.14761 -1.50322 -0.25754 0.0 0.4 0.7
C -0.50594 0.13879 -2.96464 -0.9 -2.1 -1.3
O -0.58110 0.79245 -1.74929 0.6 1.2 0.3
C -1.09910 2.11332 -1.91695 0.7 1.1 1.2
C -0.32804 3.03980 -0.94966 -0.1 -2.1 0.0
O -0.10290 2.23660 0.26012 0.1 1.6 -0.5
C 0.12712 3.02979 1.41165 -0.5 -0.2 2.4
C 0.17386 2.10538 2.66456 -0.3 -0.5 -1.3
O 0.85323 0.93473 2.18659 -1.3 -0.7 1.0
C 2.03988 0.61349 2.89227 0.9 1.6 -1.1
H -1.52794 -0.09246 -3.26486 -0.3 0.7 -0.8
H -0.16454 -0.89607 -2.93961 0.8 0.1 1.0
H 0.10633 0.62209 -3.72598 -0.2 0.5 0.1
H -2.15053 2.23792 -1.65798 -0.2 -0.8 -0.2
H -0.91339 2.51292 -2.91391 -0.1 -0.3 -0.2
H -0.96782 3.90740 -0.78826 0.4 0.2 0.4
H 0.65524 3.22926 -1.38018 0.0 0.5 0.2
H -0.71146 3.68775 1.63958 -0.1 0.3 -0.6
H 1.05443 3.60172 1.44457 0.2 0.0 -0.9
H -0.83058 1.85543 3.00620 -0.1 -0.3 -0.3
H 0.64173 2.53553 3.55009 0.5 0.3 -0.4
H 2.07898 1.08751 3.87302 -0.4 -0.7 0.4
H 2.73300 1.23376 2.32397 1.1 -0.5 0.1
H 2.32728 -0.43673 2.84204 -0.4 0.1 0.1
```
Positions in Å, forces in eV/Å.

Kohn-Sham gap (spin up / spin down)   0.38302 / 0.21759 Eh
2S+1   2
Energy above the lowest of the compared OMol25 structures with the same formula, charge and spin   0.0 kJ/mol
⟨S²⟩   0.758
HOMO energy (spin up / spin down)   -10.002 / -8.796 eV
Energy   -158090.7914 eV


No. 2
Here is a structure of composition C14H26BBr4CrMnN6O28S2 at a distorted geometry from the Open Molecules 2025 dataset. Energies are from ωB97M-V/def2-TZVPD.

```
83
Properties=species:S:1:pos:R:3:forces:R:3
Mn 2.01925 -4.04703 1.43603 0.9 0.7 1.0
Cr 3.77330 -0.37144 3.86363 -1.4 -1.8 -1.0
O 2.98250 -0.19525 1.76739 0.0 0.4 -0.2
C 2.23780 -0.16170 0.83141 0.6 0.3 -0.3
O 1.64153 0.89396 0.32566 -0.4 0.0 0.2
B 0.69750 0.45104 -0.72660 -0.4 0.6 0.1
O 1.16305 -0.92725 -1.04150 -0.3 0.0 -0.7
C 1.92639 -1.34807 -0.09038 -0.1 -0.2 0.9
O 2.30112 -2.48071 0.11933 -0.3 0.5 -1.1
O 0.60379 1.43980 -1.81817 -0.4 -0.9 0.5
C -0.67123 1.81997 -1.92256 -0.3 0.6 0.4
O -1.09465 2.60650 -2.71712 0.0 0.1 -0.2
C -1.53480 1.14708 -0.76583 1.1 0.3 -2.1
O -0.69790 0.33105 -0.20678 0.2 -0.7 1.1
O -2.70870 1.31507 -0.61216 0.0 -0.1 0.4
S 1.07488 -2.20191 4.12613 -2.0 -3.7 0.1
O 1.53373 -2.81158 2.82498 0.6 -0.6 -1.6
O -0.26759 -1.75665 3.86938 -0.3 1.1 0.5
O 1.17076 -3.25020 5.12900 0.3 1.1 0.1
O 2.01283 -1.08269 4.34605 1.5 2.0 0.9
S 4.71029 -3.50542 2.95452 1.3 -2.1 2.3
O 6.14529 -3.77893 2.86407 -0.6 0.5 -0.6
O 4.50979 -2.02254 3.03747 0.1 2.0 0.1
O 4.05019 -3.99519 1.68986 -0.5 -0.2 -1.0
O 4.07831 -4.14924 4.09309 0.0 0.3 -0.5
Br -5.60126 3.54082 -0.53363 0.0 0.2 0.0
C -5.40620 2.13128 -1.82013 0.3 -0.8 -0.8
C -6.61463 1.76476 -2.67017 -0.1 0.3 0.9
Br -8.09461 1.36942 -1.42194 0.0 -0.2 -0.5
H -5.12600 1.21953 -1.29624 0.0 0.2 0.4
H -4.55396 2.38591 -2.45023 -0.2 0.1 0.0
H -6.36221 0.85439 -3.20993 -0.2 -0.1 0.1
H -6.99391 2.50543 -3.36723 0.1 0.2 0.2
Br -4.76416 -1.71245 -1.09259 0.4 -0.4 -0.9
C -3.71959 -1.39253 -2.72424 1.4 2.2 0.2
C -2.29559 -1.91175 -2.73437 -0.3 -2.0 -0.1
Br -1.42919 -1.44812 -4.43021 -0.3 0.1 0.3
H -3.55438 -0.31157 -2.71205 -0.7 0.1 -0.1
H -4.16749 -1.64668 -3.68067 -0.6 -0.4 0.4
H -2.39789 -2.99938 -2.74156 0.5 0.0 0.0
H -1.57307 -1.65617 -1.96683 -0.5 0.4 0.3
C -1.09486 4.33010 0.57323 -0.3 0.6 -0.2
N -1.43719 4.94625 1.89001 0.0 0.1 -0.1
O -2.16301 4.32090 2.62408 -0.1 -0.3 0.1
O -0.96846 6.03630 2.15413 0.2 0.2 -0.1
H -2.03762 4.18070 0.05011 0.0 -0.5 0.2
H -0.55692 3.41211 0.79156 -0.1 -0.1 -0.2
H -0.52895 5.05806 0.00042 0.3 -0.1 0.2
C 5.95525 -2.26546 -0.13637 0.2 -1.4 0.0
N 5.86141 -1.34582 -1.29482 0.3 0.6 0.9
O 6.65459 -1.43205 -2.20354 0.0 -0.2 -0.3
O 5.01345 -0.47570 -1.19316 -0.2 -0.1 -0.3
H 6.14108 -1.73935 0.79392 -0.4 0.3 -0.1
H 6.74034 -3.00999 -0.25331 0.3 0.4 -0.4
H 5.04299 -2.85731 -0.10953 -0.3 0.5 0.3
C 4.32340 -6.67893 -0.44653 0.4 -1.2 0.5
N 3.56633 -5.49802 -0.90616 0.3 0.5 -0.7
O 2.45533 -5.23261 -0.45512 -0.3 -0.6 0.7
O 4.08668 -4.82809 -1.76165 0.0 -0.2 0.2
H 3.71674 -7.53829 -0.16477 -0.7 0.5 -0.1
H 4.89968 -6.43869 0.44693 0.0 0.6 -0.1
H 4.96837 -7.01204 -1.25300 0.1 0.4 0.0
C -1.93665 4.35040 -5.02302 0.3 -0.2 -0.1
N -2.65917 3.05269 -5.19406 1.0 -0.4 1.1
O -2.13089 2.24719 -5.93043 -0.5 0.1 -0.5
O -3.56743 2.80205 -4.42942 -0.5 0.2 -0.5
H -2.30805 4.85944 -4.14188 -0.2 0.0 -0.1
H -1.99562 4.92539 -5.94264 -0.2 0.0 0.0
H -0.91116 4.02408 -4.87018 0.0 0.2 0.1
C -4.33369 0.40124 1.99454 0.4 0.8 -0.6
N -2.91087 -0.05157 2.03088 -0.8 -0.1 0.5
O -2.08531 0.77182 2.35528 0.3 0.1 -0.1
O -2.71976 -1.21876 1.80668 0.4 -0.4 -0.3
H -4.73760 0.29181 2.99622 -0.1 -0.2 -0.1
H -4.85111 -0.14784 1.21483 0.0 -0.2 0.3
H -4.27642 1.44711 1.70061 -0.2 0.0 0.2
C 1.13719 3.37268 3.90007 -1.7 0.4 -0.4
N 2.44048 2.73163 4.10595 0.3 0.6 0.1
O 2.51472 1.54908 3.86108 0.0 -1.2 0.0
O 3.37488 3.41174 4.44836 0.0 0.2 0.2
H 0.29010 2.68672 3.89145 0.6 -0.6 0.1
H 1.12254 3.82393 2.90786 0.5 0.1 0.1
H 0.90189 4.12553 4.64651 0.7 0.1 0.1
```
Positions in Å, forces in eV/Å.

Total charge   -1
Kohn-Sham gap (spin up / spin down)   0.24953 / 0.25168 Eh
2S+1   10
Energy above the lowest of the compared OMol25 structures with the same formula, charge and spin   0.0 kJ/mol
⟨S²⟩   24.766
HOMO energy (spin up / spin down)   -5.974 / -6.025 eV
Energy   -443462.5395 eV


No. 3
Here is a structure of composition C14H26Br3F3INO2SSi2 at a distorted geometry from the Open Molecules 2025 dataset. Energies are from ωB97M-V/def2-TZVPD.

```
53
Properties=species:S:1:pos:R:3:forces:R:3
C 1.56715 4.28754 -2.55479 -0.4 0.7 -0.3
C 0.64379 4.82687 -1.50535 1.1 0.8 -0.5
Br 0.73206 6.71279 -1.24733 0.1 -0.2 -0.2
C -0.15324 4.06026 -0.82236 -1.8 -0.5 1.3
Br -1.30015 4.85635 0.50709 0.1 -0.4 -0.3
Si -0.29772 2.19031 -0.96750 0.8 0.2 0.8
C 1.25185 1.46698 -0.12583 -0.5 0.2 0.3
C 1.15039 1.33526 1.40701 0.2 -0.1 -0.6
C 1.43640 2.60347 2.19262 -0.1 -1.7 0.2
F 0.37187 3.00779 2.84519 -1.5 0.8 0.6
F 1.88881 3.59414 1.47235 0.5 1.3 -1.1
F 2.34742 2.35720 3.13234 1.1 -0.2 0.7
C -0.29496 1.51354 -2.72896 -1.3 0.1 0.0
C -1.54731 1.74134 -3.62927 1.1 0.0 -0.5
C -1.12867 2.18700 -5.03785 -0.3 0.4 0.3
I -3.00046 3.12877 -2.86520 0.0 -0.1 0.1
O -1.59763 1.71905 -0.03353 0.5 -1.0 -1.0
Si -2.22702 0.18772 -0.24708 -0.3 0.7 1.0
S -3.96692 0.06006 1.00330 -0.3 -0.1 -0.3
C -0.99037 -1.20375 0.04726 -0.8 -0.3 0.1
C -1.68992 -2.51598 0.47336 0.8 -0.1 -0.4
C -1.31507 -3.68742 -0.41241 -0.5 0.0 0.4
Br -1.09948 -2.94357 2.30210 -0.5 0.3 0.0
H 2.12309 3.41888 -2.23205 0.2 -0.2 0.1
H 2.22034 5.08372 -2.87141 0.5 0.0 -0.1
H 0.96568 4.04194 -3.42152 0.0 -0.2 -0.3
H 1.46528 0.47424 -0.50836 -0.1 -0.2 -0.2
H 2.12345 2.06856 -0.36045 0.2 0.1 -0.2
H 0.18267 0.96744 1.71577 -0.3 0.1 0.1
H 1.86243 0.59109 1.73349 0.3 -0.1 0.2
H 0.55213 1.87687 -3.28852 0.5 0.2 0.1
H -0.14519 0.43718 -2.67117 0.1 -0.3 0.2
H -2.03367 0.79042 -3.75972 -0.7 -0.1 0.3
H -0.22603 2.78654 -5.01703 0.2 0.1 0.0
H -0.95732 1.33305 -5.67935 0.1 -0.3 -0.1
H -1.89988 2.80665 -5.47330 -0.2 0.0 -0.4
H -2.74911 0.06204 -1.62048 -0.1 -0.1 0.0
H -3.49885 0.27308 2.24373 0.4 0.0 -0.2
H -0.50684 -1.40499 -0.90386 0.4 0.1 -0.2
H -0.24986 -0.98774 0.80159 0.3 0.4 -0.1
H -2.76565 -2.42924 0.48721 -0.2 0.1 0.4
H -1.85590 -4.55506 -0.05763 -0.1 -0.4 -0.1
H -0.25915 -3.91953 -0.37367 0.3 0.1 -0.2
H -1.65984 -3.47095 -1.41863 0.2 0.0 -0.3
O 2.11563 -3.97598 4.46868 0.1 -0.1 0.0
C 1.82540 -5.15052 4.34956 -0.1 0.0 0.0
N 0.69491 -5.54028 3.70017 -0.1 0.1 0.0
C 2.68630 -6.26090 4.90614 -0.1 -0.1 -0.1
H 0.42816 -6.50016 3.58567 0.1 0.0 0.1
H 0.10140 -4.81769 3.31800 0.1 -0.2 0.0
H 2.77500 -6.13231 5.98322 0.1 0.1 0.0
H 3.67560 -6.20011 4.45644 0.0 0.1 0.1
H 2.26966 -7.24759 4.70428 0.0 0.0 0.0
```
Positions in Å, forces in eV/Å.

Kohn-Sham gap   0.34306 Eh
2S+1   1
HOMO energy   -9.096 eV
Energy   -273500.7020 eV


No. 4
Here is a cluster of 7 separate species, C14H26Cl16O2S2 in total at a distorted geometry from the Open Molecules 2025 dataset. Energies are from ωB97M-V/def2-TZVPD.

```
60
Properties=species:S:1:pos:R:3:forces:R:3
C -4.44332 -0.94603 -2.32090 -0.8 0.6 0.4
S -3.59133 -1.15697 -0.72009 0.3 0.8 -0.2
O -2.51569 -0.09863 -0.61249 -0.9 -0.8 -0.1
C -4.98900 -0.62346 0.35126 -0.8 -1.0 0.0
H -4.66005 0.12016 -2.41558 0.4 0.1 -0.2
H -5.44082 -1.38403 -2.24586 0.2 -0.4 0.1
H -3.93564 -1.33010 -3.20287 0.4 0.0 0.3
H -4.79966 0.30457 0.88069 0.4 -0.1 0.0
H -5.17975 -1.46408 1.02258 0.5 0.2 0.5
H -5.97449 -0.57896 -0.11884 0.3 0.4 -0.7
C -0.28532 -1.30070 -2.49319 -0.6 0.4 -1.2
S -0.41950 -1.45345 -4.34484 0.1 0.1 -0.7
O -1.77349 -0.99646 -4.86010 1.2 -0.1 1.3
C 0.81881 -0.20040 -4.81839 0.9 0.5 -0.1
H 0.70874 -1.39494 -2.05853 0.2 0.0 -0.5
H -0.89590 -2.12367 -2.12626 -0.2 0.3 0.2
H -0.70385 -0.31580 -2.30493 -0.2 -0.1 0.5
H 0.66845 0.23985 -5.80474 -0.7 -0.5 -0.1
H 1.79240 -0.68860 -4.90459 -0.1 -0.3 0.2
H 0.98608 0.66930 -4.17849 -0.5 -0.2 0.5
C 3.07364 5.37556 -1.82994 1.8 0.0 -0.8
Cl 3.78443 4.77071 -0.33814 -0.2 0.3 0.3
Cl 4.29865 5.02418 -3.13277 -0.1 0.2 0.2
Cl 1.66486 4.50926 -2.26437 -1.2 -0.3 0.1
Cl 2.84431 7.11699 -1.78780 -0.2 -0.1 0.2
C -3.63051 4.04305 0.56888 0.2 -0.3 0.4
Cl -2.94176 5.17037 -0.58412 0.3 0.0 0.0
Cl -4.20004 2.61660 -0.29731 -0.2 0.3 0.0
Cl -2.44151 3.45666 1.77571 0.0 0.4 -0.3
Cl -4.90764 4.87768 1.45619 -0.3 -0.2 -0.1
C 0.95904 0.55823 5.70173 -0.1 0.2 -0.8
Cl 1.62867 -1.06730 5.89586 -0.3 0.2 0.2
Cl 1.84299 1.34708 4.35385 -0.1 -0.1 0.5
Cl -0.76388 0.47590 5.15853 0.7 -0.1 0.6
Cl 1.14308 1.50169 7.19409 -0.2 -0.3 -0.5
C -1.02463 -5.49067 1.91194 0.2 -0.5 0.8
Cl 0.55000 -4.85527 2.48417 -0.8 -0.1 0.0
Cl -1.65974 -6.66511 3.14103 0.2 0.6 -0.4
Cl -2.19472 -4.20133 1.67193 0.2 0.0 0.0
Cl -0.74852 -6.37122 0.42726 0.0 0.0 -0.4
C 0.58540 1.58776 0.20279 0.3 -0.8 0.3
C 1.98726 1.78629 0.81851 -1.3 0.8 -0.6
C 2.94351 0.61536 0.68087 0.1 -0.6 1.1
C 2.40869 -0.79711 1.09054 0.9 0.3 -1.1
C 3.50653 -1.83196 0.81568 0.7 -0.7 0.2
C 3.08458 -3.25728 1.14455 -0.6 0.3 0.1
H -0.18259 2.16973 0.70751 0.1 0.3 -0.2
H 0.27844 0.55652 0.37697 -0.2 -0.1 -0.3
H 0.57558 1.78295 -0.86866 -0.1 0.0 -0.1
H 2.38547 2.67657 0.32796 0.3 -0.1 0.2
H 1.75784 2.09748 1.83917 0.6 -0.3 0.2
H 3.80366 0.79966 1.33287 0.0 0.1 0.2
H 3.43146 0.57195 -0.29556 -0.5 -0.1 -0.3
H 2.09090 -0.84299 2.13357 0.2 0.2 0.1
H 1.53035 -1.09395 0.51363 0.0 0.1 -0.1
H 3.91217 -1.83770 -0.19987 -0.5 0.5 -0.2
H 4.40272 -1.65415 1.41818 -0.1 0.4 0.2
H 3.78136 -4.03263 0.82822 0.2 0.2 0.1
H 2.94516 -3.27710 2.22782 -0.1 -0.5 0.0
H 2.12810 -3.49007 0.67472 0.0 0.0 0.0
```
Positions in Å, forces in eV/Å.

Kohn-Sham gap   0.32432 Eh
2S+1   1
HOMO energy   -8.763 eV
Energy   -241059.9706 eV